1.
This record from OMol25 describes the ion C2H3N2O2 with charge +1 in a non-equilibrium geometry. The level of theory is the ωB97M-V functional and the def2-TZVPD basis.

CARTESIAN COORDINATES (ANGSTROEM)
O  -0.354  -1.677  -1.011
O  -2.025  0.249  -0.886
N  0.665  -0.985  -0.707
N  -1.393  0.445  0.007
C  -0.495  0.747  0.846
C  0.595  -0.005  0.139
H  1.625  -0.642  -0.825
H  1.467  0.478  0.615
H  -0.084  1.390  1.822

Total energy, eV: -9180.4976
E_HOMO, eV: -14.85
SMILES string: O=N/C=C\[NH+]=O
LUMO level, eV: -7.26
Total charge: +1

2.
This record from OMol25 describes a cluster of 2 separate species, C2H3N2O2S in total in a non-equilibrium geometry. The level of theory is the ωB97M-V functional and the def2-TZVPD basis.

CARTESIAN COORDINATES (ANGSTROEM)
S  2.046  3.401  -4.019
O  -1.215  -2.034  1.897
O  -2.669  -1.788  0.102
N  3.051  2.201  -1.719
N  -2.549  -2.269  1.171
C  2.640  2.721  -2.655
C  -0.401  -0.759  1.377
H  -0.536  -1.087  0.302
H  -0.949  0.307  1.719
H  0.581  -0.691  1.825

Total energy, eV: -20030.4368
E_HOMO, eV: -3.43
LUMO level, eV: 1.74
Total charge: -1

3.
This record from OMol25 describes an isolated molecule of C2H3N2OP in a non-equilibrium geometry. The level of theory is the ωB97M-V functional and the def2-TZVPD basis.

CARTESIAN COORDINATES (ANGSTROEM)
P  0.860  1.180  0.067
O  2.619  -0.761  0.066
N  -1.208  -1.389  0.239
N  1.385  -0.273  -0.275
C  -1.543  -0.215  0.151
C  -0.848  1.040  0.144
H  -2.602  0.007  -0.051
H  2.751  -1.547  -0.488
H  -1.415  1.958  0.148

Total energy, eV: -16433.2358
E_HOMO (spin up / spin down), eV: -8.81 / -8.97
LUMO level (spin up / spin down), eV: -0.28 / -1.85
Total charge: 0

4.
This record from OMol25 describes a structure of composition C2H3N2OS in a non-equilibrium geometry. The level of theory is the ωB97M-V functional and the def2-TZVPD basis.

CARTESIAN COORDINATES (ANGSTROEM)
S  2.198  0.286  -0.838
O  -1.480  0.537  -1.553
N  -0.693  1.117  0.492
N  -1.008  0.421  -0.497
C  -0.086  -0.592  0.196
C  1.282  -0.815  -0.023
H  1.687  -1.622  0.426
H  -1.098  1.873  0.999
H  -0.803  -1.205  0.798

Total energy, eV: -17971.0121
E_HOMO, eV: -14.74
LUMO level, eV: -7.74
Total charge: +1

5.
This record from OMol25 describes the ion C2H3N2OS with charge +1 in a non-equilibrium geometry. The level of theory is the ωB97M-V functional and the def2-TZVPD basis.

CARTESIAN COORDINATES (ANGSTROEM)
S  -0.599  1.452  0.767
O  0.727  -1.966  -1.429
N  1.156  -0.506  0.309
N  0.731  -1.265  -0.494
C  0.797  0.499  1.021
C  -1.249  0.529  -0.444
H  -0.944  -0.327  -0.829
H  -2.148  0.861  -0.777
H  1.529  0.722  1.876

Total energy, eV: -17971.3936
E_HOMO (spin up / spin down), eV: -13.85 / -14.10
LUMO level (spin up / spin down), eV: -6.82 / -6.45
Total charge: +1

6.
This record from OMol25 describes a cluster of 2 separate species, C2H3N2S2 in total in a non-equilibrium geometry. The level of theory is the ωB97M-V functional and the def2-TZVPD basis.

CARTESIAN COORDINATES (ANGSTROEM)
S  1.541  -3.960  0.548
S  1.327  0.662  2.563
N  0.928  0.224  -0.178
N  0.066  -1.789  1.244
C  0.620  -2.834  0.972
C  1.106  0.106  1.099
H  -0.811  -1.401  1.555
H  0.764  -0.627  -0.643
H  0.799  1.228  -0.529

Spin multiplicity: 3
Total energy, eV: -26761.2418
E_HOMO (spin up / spin down), eV: -12.06 / -14.69
LUMO level (spin up / spin down), eV: -4.25 / -8.85
Total charge: +1

Q: The lowest total charge belongs to which entry?
A: C2H3N2O2S